# 1
C3H6N2O2 | wB97M-V/def2-TZVPD

XYZ file:
```
13
Properties=species:S:1:pos:R:3:forces:R:3:mulliken_charge:R:1
C -1.10209 -0.06747 0.09909 1.92 3.53 -1.67 0.993
C 0.22035 -1.92388 -0.30933 0.11 -0.26 -0.28 -0.661
C 0.97338 1.83524 0.31126 0.44 0.04 0.61 -0.514
N -2.35680 0.40786 0.45756 0.10 -0.10 0.40 -0.275
N -2.27055 -0.13634 -0.66817 0.33 -0.14 -0.11 -0.267
O -0.28081 -0.93666 0.60266 -0.34 -0.05 0.55 -0.274
O -0.02239 1.53942 -0.57543 -2.99 -3.27 0.23 -0.568
H 0.95378 -2.49471 0.25515 -0.07 0.05 -0.08 0.226
H 0.68266 -1.44429 -1.17019 0.03 0.08 0.05 0.323
H -0.59397 -2.57395 -0.63855 0.07 0.06 0.06 0.341
H 1.51920 0.93901 0.64481 0.12 0.10 0.06 0.210
H 0.59545 2.36437 1.19991 0.17 -0.02 0.05 0.221
H 1.68178 2.49140 -0.20877 0.11 -0.02 0.13 0.245
```
Positions in Å, forces in eV/Å.

Calculated values
Orbital gap ... 8.68 eV
Electronic energy ... -10277.8411 eV
Largest force on an atom ... 4.44 eV/Å
LUMO energy ... -0.016 Eh
ΔE to the lowest compared entry with this formula, charge and spin ... 6.956 eV
E_HOMO ... -9.11 eV

=====

# 2
C58H62N4O3Te2W | wB97M-V/def2-TZVPD

XYZ file:
```
130
Properties=species:S:1:pos:R:3:forces:R:3:mulliken_charge:R:1
W 1.18192 -1.88629 -0.33680 0.28 1.15 1.21 1.691
C -0.27331 -1.43600 3.25239 0.03 0.03 -0.02 -1.059
C 0.97190 -2.13984 3.71109 -0.12 -0.18 0.06 0.557
C 1.34340 -1.99696 5.04804 -0.06 -0.04 -0.01 -0.358
C 2.41614 -2.68225 5.57957 0.01 -0.03 0.00 -1.160
C 3.12803 -3.54525 4.76398 0.01 0.01 0.03 -1.057
C 2.79007 -3.72223 3.42884 0.12 0.16 -0.05 1.276
C 3.60188 -4.69116 2.61487 -0.04 0.01 -0.03 -1.116
C 1.71422 -2.99567 2.88598 0.13 0.22 -0.05 -0.785
N 1.36521 -3.19323 1.50383 -0.37 -0.24 -0.05 1.028
C 0.80363 -4.38936 1.27347 -0.30 -0.21 -0.18 -0.187
O 0.49828 -5.27281 2.07684 0.12 0.04 0.05 -0.808
C 0.53145 -4.69859 -0.19517 0.07 -0.27 0.02 0.629
C -0.01192 -5.88715 -0.64375 0.02 0.00 -0.09 -0.499
C -0.19752 -6.05280 -2.01509 0.04 0.09 0.05 -0.606
C 0.15626 -5.04979 -2.91277 -0.04 0.01 0.03 -0.618
C 0.69239 -3.88139 -2.40437 0.29 -0.10 -0.18 0.410
N 0.87213 -3.77509 -1.09067 -0.24 0.25 0.22 0.889
C 1.18941 -2.70374 -3.24401 0.05 -0.31 0.18 -0.082
O 1.14058 -2.81926 -4.46493 0.04 0.07 -0.07 -0.788
N 1.68294 -1.69708 -2.50003 -0.23 -0.19 -0.12 1.446
C 2.18521 -0.54484 -3.21505 -0.05 -0.03 0.06 -1.464
C 1.31341 0.31251 -3.90488 0.01 0.09 0.03 1.047
C -0.10103 -0.06419 -4.21048 0.00 -0.10 0.01 -0.997
C 1.79261 1.52786 -4.38279 0.00 -0.01 -0.02 -0.735
C 3.12650 1.87270 -4.26443 0.01 0.01 -0.02 -1.062
C 4.00663 0.94400 -3.74326 0.01 0.00 0.00 -0.764
C 3.56022 -0.27093 -3.23213 -0.02 -0.03 -0.06 1.643
C 4.59989 -1.26635 -2.80421 0.03 0.05 0.04 -1.454
H -0.66999 -0.81600 4.05827 0.01 -0.01 0.00 0.430
H -1.03574 -2.15780 2.95979 -0.02 -0.03 -0.03 0.616
H -0.10595 -0.80008 2.38688 0.01 0.03 -0.03 -0.578
H 0.74988 -1.34644 5.68088 0.02 0.04 -0.01 0.397
H 2.68643 -2.56077 6.62135 0.01 0.01 0.00 0.405
H 3.96317 -4.10669 5.16702 0.01 0.01 0.00 0.333
H 4.43716 -5.06451 3.20738 -0.02 -0.04 0.01 0.477
H 4.00673 -4.22136 1.72208 0.03 -0.01 0.06 0.229
H 2.98991 -5.54014 2.30323 0.00 0.00 0.00 0.228
H -0.27555 -6.63947 0.08549 -0.01 -0.01 -0.01 0.607
H -0.61995 -6.97727 -2.38797 -0.02 0.01 0.00 0.428
H 0.02498 -5.13684 -3.98165 0.00 -0.02 0.00 0.623
H -0.52574 -0.57570 -3.35505 -0.02 0.09 0.05 -0.984
H -0.12099 -0.74734 -5.06296 0.00 0.03 -0.01 0.413
H -0.69919 0.81879 -4.43342 0.00 0.00 -0.01 0.540
H 1.09679 2.19788 -4.87498 0.00 0.02 0.03 0.421
H 3.48164 2.83403 -4.61542 0.01 -0.02 -0.04 0.380
H 5.07237 1.14493 -3.74113 0.00 0.02 0.04 0.388
H 5.52265 -1.07569 -3.35460 0.01 0.01 0.01 0.540
H 4.28252 -2.28492 -3.01612 0.01 0.01 -0.01 0.298
H 4.81783 -1.19286 -1.73905 -0.03 -0.02 0.00 0.104
C 3.23770 -2.82062 -0.40889 -0.10 -0.57 -0.36 -1.485
H 4.06985 -2.24651 -0.01296 -0.07 0.07 0.02 0.249
H 3.46397 -3.12690 -1.42883 0.05 0.18 0.01 0.309
H 3.17810 -3.74989 0.14799 -0.02 0.05 0.00 0.250
C -7.66583 4.88658 -2.45376 0.00 0.00 0.01 -1.617
C -6.43667 4.05861 -2.18853 -0.01 0.03 -0.01 0.793
C -5.21064 4.65308 -1.92552 -0.06 0.02 0.06 -0.888
C -4.06660 3.90138 -1.68696 0.03 0.05 0.11 0.470
C -2.78496 4.63214 -1.39585 -0.01 -0.01 -0.02 -0.888
C -4.13075 2.49756 -1.70479 -0.25 0.03 -0.37 -0.410
Te -2.34447 1.32219 -1.67671 -0.26 0.22 0.02 1.053
N -0.44087 -0.63807 -1.10266 1.04 -0.86 -0.76 -0.443
C -1.08387 -1.66991 -0.69351 -0.58 0.63 0.83 0.374
O -0.65383 -2.11396 0.51057 -0.16 -0.95 -0.58 -0.646
C -2.17936 -2.47179 -1.32831 0.12 0.15 0.24 1.128
C -2.82072 -3.43928 -0.55759 -0.07 -0.02 0.00 -0.315
C -3.85821 -4.18810 -1.09520 0.04 0.06 -0.04 -0.756
C -4.24840 -3.98277 -2.41176 -0.01 0.01 0.00 -0.664
C -3.58639 -3.04390 -3.19427 -0.01 0.01 0.06 -1.012
C -2.55885 -2.28562 -2.65437 -0.02 -0.10 -0.03 -0.280
C -1.88803 1.78509 0.34084 0.21 0.00 0.02 0.301
C -0.77641 2.57618 0.64997 0.05 0.03 0.06 1.109
C 0.17982 3.15861 -0.35947 0.00 0.03 -0.04 -1.616
C -0.52425 2.88751 1.98820 -0.02 0.06 -0.05 -0.964
C -1.31532 2.41451 3.01759 -0.08 0.00 -0.02 1.075
C -1.01357 2.75122 4.45286 -0.03 -0.01 0.00 -1.935
C -2.39678 1.60330 2.68847 0.01 0.04 0.04 -0.783
C -2.69961 1.28409 1.37209 0.01 -0.07 0.00 0.944
C -3.89412 0.40922 1.10331 0.03 0.02 0.01 -1.563
C -5.37039 1.88529 -1.96335 0.01 -0.01 0.05 1.262
C -5.59129 0.38982 -1.99204 0.02 0.03 -0.04 -1.524
C -6.49487 2.67654 -2.19614 -0.01 -0.02 0.03 -0.789
H -7.41314 5.94203 -2.55434 -0.01 0.00 0.00 0.344
H -8.38806 4.79070 -1.64006 0.00 0.00 0.00 0.304
H -8.16384 4.56826 -3.37124 0.00 0.00 0.00 0.363
H -5.14059 5.73623 -1.90987 0.01 0.00 0.00 0.263
H -2.93617 5.71059 -1.45187 0.01 0.00 -0.01 0.375
H -2.00005 4.34816 -2.09894 0.01 -0.01 0.01 0.165
H -2.42020 4.38638 -0.39753 0.00 0.01 0.00 -0.024
H -2.50228 -3.59116 0.46550 0.00 0.03 0.00 0.299
H -4.36232 -4.92455 -0.48238 -0.01 -0.01 -0.01 0.439
H -5.07371 -4.54828 -2.82706 0.03 -0.04 -0.02 0.393
H -3.87278 -2.89311 -4.22735 -0.02 -0.01 0.00 0.483
H -2.04197 -1.57001 -3.27391 -0.03 0.06 0.06 0.508
H 0.10412 2.68756 -1.33592 0.02 -0.03 0.01 -0.006
H 1.20566 3.03625 -0.01007 -0.03 0.02 0.01 0.299
H -0.00754 4.22982 -0.48003 -0.01 0.00 -0.02 0.417
H 0.33164 3.51608 2.21800 0.03 -0.05 0.01 0.335
H -0.08853 3.32203 4.53458 0.01 -0.01 0.00 0.285
H -0.90842 1.84470 5.05346 0.01 0.00 -0.01 0.295
H -1.81825 3.34329 4.89463 -0.01 0.00 0.00 0.461
H -3.02135 1.20184 3.48099 0.00 -0.01 0.00 0.341
H -4.25166 -0.04182 2.02928 -0.02 0.01 0.01 0.487
H -3.65088 -0.38803 0.39878 0.00 -0.01 -0.01 0.171
H -4.70809 0.99114 0.66337 0.01 -0.03 0.00 0.150
H -4.66190 -0.16854 -1.94423 0.03 -0.05 0.01 -0.356
H -6.11741 0.09996 -2.90382 0.00 0.00 0.00 0.560
H -6.21156 0.08226 -1.14645 -0.01 0.01 0.00 0.350
H -7.44336 2.18522 -2.39544 0.00 0.00 -0.01 0.400
C 4.96443 5.00428 3.92969 0.03 -0.02 -0.03 -1.663
C 4.41306 3.86516 3.11290 0.02 0.07 0.07 0.752
C 3.45263 3.01072 3.62581 -0.09 -0.03 0.00 -0.984
C 2.93150 1.95413 2.88138 0.11 0.15 -0.12 0.813
C 1.92717 1.04032 3.48996 -0.06 -0.11 0.01 -0.473
C 3.37698 1.75928 1.57067 0.23 -0.06 0.44 -0.162
Te 2.62078 0.31740 0.22468 0.25 0.59 -0.70 -0.321
C 4.38683 2.58856 1.03911 -0.17 -0.04 0.11 1.081
C 4.96406 2.40618 -0.33707 -0.02 0.00 0.00 -1.558
C 4.87208 3.62786 1.82606 -0.01 0.01 -0.07 -1.087
H 4.35762 5.18185 4.81751 0.00 0.00 0.00 0.342
H 4.99475 5.92645 3.34667 -0.01 0.01 0.01 0.374
H 5.98554 4.79458 4.25752 0.00 0.00 0.01 0.319
H 3.08535 3.16426 4.63613 0.01 -0.01 0.01 0.258
H 1.68070 1.33789 4.51042 0.01 -0.03 0.00 0.264
H 2.31163 0.02113 3.51078 0.00 -0.04 0.01 0.276
H 1.01308 1.03082 2.89574 0.01 -0.05 0.01 -0.666
H 4.19510 2.46893 -1.10809 -0.01 0.01 -0.05 0.287
H 5.41744 1.41789 -0.44044 0.00 0.00 -0.02 0.250
H 5.72158 3.16696 -0.53007 0.00 -0.01 0.00 0.410
H 5.63639 4.27622 1.40802 0.00 0.00 0.00 0.333
```
Positions in Å, forces in eV/Å.

Calculated values
Orbital gap (alpha / beta) ... 5.71 / 5.93 eV
Electronic energy ... -89670.5829 eV
Multiplicity ... 2
<S²> ... 0.765
Total charge ... -1
Largest force on an atom ... 1.69 eV/Å
LUMO energy (alpha / beta) ... 0.047 / 0.055 Eh
E_HOMO (alpha / beta) ... -4.42 / -4.43 eV

=====

# 3
CH4BBr | wB97M-V/def2-TZVPD

XYZ file:
```
7
Properties=species:S:1:pos:R:3:forces:R:3:mulliken_charge:R:1
B 0.11851 0.36155 -0.77640 -0.11 -0.61 0.21 0.052
C -0.36272 -0.25521 0.64632 -0.08 1.12 1.16 -0.348
Br -1.77539 -1.00313 -0.46457 -0.31 -0.97 -0.53 -0.100
H 1.01068 -0.20213 -1.39004 -0.50 0.16 0.51 -0.063
H -0.43732 1.26884 -1.35672 0.32 -0.11 0.78 -0.049
H -1.01092 0.30145 1.39476 1.30 -0.22 -1.02 0.243
H 0.21582 -1.03063 1.22295 -0.61 0.63 -1.11 0.265
```
Positions in Å, forces in eV/Å.

Calculated values
Orbital gap ... 11.02 eV
Electronic energy ... -71819.5175 eV
Largest force on an atom ... 1.67 eV/Å
LUMO energy ... 0.018 Eh
ΔE to the lowest compared entry with this formula, charge and spin ... 1.808 eV
E_HOMO ... -10.55 eV

=====

# 4
C5H7Br | wB97M-V/def2-TZVPD

XYZ file:
```
13
Properties=species:S:1:pos:R:3:forces:R:3:mulliken_charge:R:1
C 0.44297 1.85505 -0.13495 -1.43 -0.96 0.24 -0.408
C -0.27245 0.72645 0.67177 1.82 0.31 -2.55 -0.447
C -0.44314 -0.28508 -0.42989 1.88 0.44 0.36 0.294
C 0.91768 0.45739 -0.37608 -1.45 -0.12 1.65 -0.003
C -0.62125 -1.71599 0.03213 1.15 0.81 -2.42 -1.596
Br 2.68214 -0.16276 0.01380 -0.63 0.02 -0.10 -0.138
H -0.24381 2.23098 -0.86344 -0.21 0.32 -0.83 0.156
H 1.01995 2.69600 0.24356 0.32 -0.77 0.59 0.319
H -0.31629 0.39622 1.67283 0.45 0.22 1.02 0.325
H -1.04842 -0.07072 -1.27912 -0.53 0.52 -0.68 0.322
H 0.12273 -2.05701 0.67443 1.47 -0.46 1.12 0.396
H -0.75161 -2.43464 -0.77284 0.08 0.12 -0.17 0.368
H -1.48850 -1.63588 0.54781 -2.92 -0.44 1.77 0.413
```
Positions in Å, forces in eV/Å.

Calculated values
SMILES ... C[C@H]1[C@@H]2C[C@]12Br
Orbital gap ... 9.40 eV
Electronic energy ... -75338.0428 eV
Largest force on an atom ... 3.45 eV/Å
LUMO energy ... 0.033 Eh
ΔE to the lowest compared entry with this formula, charge and spin ... 1.775 eV
E_HOMO ... -8.49 eV

=====

# 5
C19H21N3O3S2 | wB97M-V/def2-TZVPD

XYZ file:
```
48
Properties=species:S:1:pos:R:3:forces:R:3:mulliken_charge:R:1
C -2.90742 -3.71352 -1.78778 3.60 -3.87 -3.68 -1.128
H -3.65679 -3.09876 -2.13349 -1.79 1.29 -0.62 0.346
C -2.51045 -3.52719 -0.40673 -5.14 -8.49 1.99 -0.550
N -2.28741 -2.29433 -0.01982 -3.60 2.58 -0.60 0.239
C -1.05610 -1.95672 -0.03217 -9.21 12.14 5.61 0.784
O -0.11290 -2.49715 0.01681 12.66 -7.63 -1.12 -0.532
C -1.29654 -0.44452 0.69574 3.04 3.57 -4.20 -0.260
N -2.66167 -0.13959 0.51375 -2.12 0.12 1.29 0.233
C -3.34248 -1.26003 0.18482 4.47 0.64 0.86 0.300
S -4.86752 -1.55508 0.19175 -3.71 -0.77 -0.44 -0.408
C -3.34326 1.32218 0.83851 -2.67 -6.20 -8.45 -1.938
C -2.99353 2.17939 -0.35489 0.45 -2.27 3.21 0.887
C -3.35766 1.98597 -1.63311 14.34 11.31 6.80 -1.066
C -2.71358 3.24696 -2.25449 -6.97 -7.41 -4.00 -0.694
C -1.77023 3.78767 -1.72875 3.31 -0.11 8.39 -0.556
S -1.67306 3.18642 0.13046 -0.64 0.79 -3.54 -0.042
H -1.08213 4.43189 -1.88258 4.11 4.48 -1.65 0.661
H -3.02579 3.32752 -3.23109 -0.33 0.97 -2.34 0.471
H -4.07650 1.65664 -1.94844 -13.65 -7.06 -6.08 0.985
H -4.39125 0.98025 0.90661 0.23 0.55 -0.30 0.460
H -3.06746 1.52022 1.71210 2.79 2.30 7.07 0.749
C -0.57654 0.07951 1.99468 3.04 -4.27 -4.53 -1.201
H -0.99242 0.87929 2.44283 -1.62 2.52 1.48 0.512
H -0.47989 -0.85938 2.63935 0.48 1.69 -0.33 0.235
C 0.96431 0.67591 1.35550 -1.11 -5.45 5.31 0.518
O 1.39494 1.61064 2.00890 -0.49 -0.19 -2.33 -0.606
N 1.73980 -0.54325 0.89315 1.53 10.54 2.32 -0.165
C 3.10249 -0.05595 0.46363 -7.36 -12.99 -3.16 -0.299
C 3.76643 0.85854 0.91364 6.68 10.77 4.14 0.286
C 5.18918 0.91445 0.44775 -1.88 1.04 0.84 -0.474
C 5.73152 0.02366 -0.41170 -0.25 -1.80 0.03 0.651
C 4.90835 -1.22125 -0.79570 0.22 3.80 2.69 -0.479
C 3.65650 -1.21426 -0.22190 -0.03 -2.29 -2.79 -0.541
H 3.00201 -2.24639 -0.50740 1.49 3.26 1.21 0.020
H 5.30629 -2.08679 -1.23450 0.50 -0.79 -0.74 0.432
O 7.06586 0.28132 -0.68905 -0.54 -3.30 -2.20 -0.494
C 7.67757 -0.93691 -1.63270 3.58 1.39 11.88 -0.931
H 8.66894 -0.58173 -1.36504 0.44 -0.04 -2.27 0.289
H 7.65637 -1.84064 -0.88525 -0.54 1.24 -1.73 0.271
H 7.04332 -0.97827 -2.33053 -3.68 -0.32 -6.37 0.537
H 5.85044 1.73122 0.76854 -0.51 -0.34 -0.05 0.340
H 3.28343 1.77652 1.61152 1.82 -3.01 -2.15 0.287
H 1.20025 -1.27190 0.61839 -1.32 -2.72 -1.90 0.508
H -0.86350 0.19077 -0.24076 -0.03 -0.79 1.95 0.242
H -3.65142 -3.86319 0.12361 3.43 0.60 -0.53 0.249
H -1.65570 -4.30335 -0.12434 -1.87 1.89 -0.19 0.284
H -3.10662 -4.85137 -2.09031 0.01 2.43 1.01 0.301
H -1.96150 -3.53805 -2.40928 -1.18 0.19 0.26 0.289
```
Positions in Å, forces in eV/Å.

Calculated values
SMILES ... CCN1C(=O)[C@H](CC(=O)Nc2ccc(OC)cc2)N(Cc2cccs2)C1=S
Orbital gap ... 8.28 eV
Electronic energy ... -52311.5758 eV
Largest force on an atom ... 19.49 eV/Å
LUMO energy ... 0.012 Eh
ΔE to the lowest compared entry with this formula, charge and spin ... 18.414 eV
E_HOMO ... -7.95 eV

=====

# 6
C4H12F3O6STl | wB97M-V/def2-TZVPD

XYZ file:
```
27
Properties=species:S:1:pos:R:3:forces:R:3:mulliken_charge:R:1
Tl 9.94913 13.42353 23.42850 0.12 -0.04 0.00 0.992
C 3.30313 14.98013 22.19574 -5.22 1.05 -4.93 0.645
F 3.42660 16.27786 21.97614 0.49 -1.37 0.98 -0.073
F 1.97828 14.67907 22.37883 3.06 0.33 0.52 -0.084
F 3.74557 14.30913 21.14195 0.27 0.30 2.08 -0.077
S 4.32865 14.61915 23.75672 5.00 -1.72 6.44 1.125
O 5.74099 14.64786 23.35178 -1.49 1.16 -1.02 -0.460
O 3.92202 15.61600 24.76719 -0.45 -0.22 -2.43 -0.357
O 4.05397 13.22341 24.19644 -1.65 0.46 -1.66 -0.326
C 12.86257 13.67267 18.88572 -0.02 0.21 0.41 -0.470
O 11.81033 13.03206 19.58937 -0.53 0.42 0.16 -0.437
H 13.75162 13.10698 19.16443 0.55 0.27 -0.50 0.253
H 12.70688 13.72204 17.80803 0.01 -0.50 -0.17 0.278
H 12.93554 14.71363 19.20064 -0.02 -0.22 0.35 0.232
H 11.72056 12.13591 19.25701 -0.03 -0.19 -0.19 0.341
C 10.86080 10.76571 27.93223 -0.15 -0.29 -0.15 -0.480
O 10.59982 10.70456 26.53418 0.01 0.83 0.02 -0.423
H 11.87454 10.41744 28.13007 0.16 -0.07 0.17 0.271
H 10.72800 11.76737 28.34101 -0.05 -0.03 -0.46 0.244
H 10.16201 10.08525 28.41882 -0.02 -0.12 0.38 0.278
H 10.73406 9.79967 26.24306 0.03 -0.27 -0.01 0.341
C 14.83959 11.38896 24.46468 0.69 0.86 -0.85 -0.561
O 13.95256 11.86110 23.43413 -0.53 -0.05 0.92 -0.418
H 15.77579 11.87698 24.19362 0.70 -0.49 0.11 0.308
H 14.67308 11.79147 25.46386 -0.95 -0.27 -0.22 0.245
H 14.92856 10.30480 24.39565 0.10 -0.01 0.35 0.279
H 14.38247 11.59216 22.61900 -0.10 -0.01 -0.30 0.337
```
Positions in Å, forces in eV/Å.

Calculated values
Orbital gap ... 1.50 eV
Electronic energy ... -40281.1289 eV
Total charge ... +2
Largest force on an atom ... 8.34 eV/Å
LUMO energy ... -0.524 Eh
ΔE to the lowest compared entry with this formula, charge and spin ... 3.562 eV
E_HOMO ... -15.75 eV